#one
Computed, not measured: 2 unconnected molecules or ions with the total composition C5H14, with the ωB97M-V functional and the def2-TZVPD basis.

Atoms and positions in Å:
1 C 0.52065 2.35382 0.47429
2 C -0.41215 1.37797 1.21158
3 C -1.82199 1.68616 0.83067
4 H 1.04073 3.04050 1.14716
5 H -0.07120 2.87697 -0.21099
6 H 1.22169 1.60005 -0.00179
7 H -0.24379 0.25651 1.00100
8 H -0.45725 1.56228 2.34285
9 H -1.97502 1.88630 -0.18999
10 H -2.70720 0.99666 1.19301
11 H -2.10756 2.67942 1.26913
12 C 1.31145 -2.67345 -0.56025
13 C 0.43541 -2.50158 -1.74296
14 H 1.62799 -1.65310 -0.10411
15 H 0.82025 -3.19449 0.21278
16 H 2.33066 -3.00403 -0.73435
17 H 0.83139 -2.50388 -2.78325
18 H 0.13781 -1.48101 -1.75407
19 H -0.48187 -3.30511 -1.60072

Summary:
SMILES: CCC.CC
HOMO energy in eV: -11.024
2S+1: 1
Frontier orbital gap in eV: 12.07

#two
Computed, not measured: 2 unconnected molecules or ions with the total composition C5H14, with the ωB97M-V functional and the def2-TZVPD basis.

Atoms and positions in Å:
1 C 1.28724 2.35327 0.67430
2 C 1.51125 0.94019 0.14046
3 C 1.91474 -0.03440 1.23428
4 H 2.13277 2.59678 1.31911
5 H 0.40331 2.42103 1.29689
6 H 1.30776 3.10217 -0.11825
7 H 0.70025 0.53124 -0.45992
8 H 2.31048 0.98343 -0.61575
9 H 2.35140 -0.96715 0.89590
10 H 2.65725 0.42986 1.90778
11 H 1.09216 -0.26765 1.91688
12 C -1.97037 -1.13588 -0.37571
13 C -2.38996 -1.90171 -1.65059
14 H -1.13439 -0.50798 -0.64291
15 H -2.80434 -0.50482 -0.08021
16 H -1.82269 -1.81638 0.46762
17 H -2.56539 -1.19589 -2.45711
18 H -1.64121 -2.62038 -1.96053
19 H -3.34027 -2.40573 -1.49222

Summary:
SMILES: CCC.CC
HOMO energy in eV: -11.234
2S+1: 1
Frontier orbital gap in eV: 12.38

#three
Computed, not measured: 2 unconnected molecules or ions with the total composition C5H14, with the ωB97M-V functional and the def2-TZVPD basis.

Atoms and positions in Å:
1 C 1.83999 1.29070 -1.09036
2 C 0.74249 0.23145 -0.97837
3 C 1.14962 -1.02153 -1.68398
4 H 1.93164 1.60210 -2.14885
5 H 2.82707 0.94907 -0.76773
6 H 1.64292 2.25795 -0.59972
7 H 0.39881 0.18970 0.06421
8 H -0.12441 0.71311 -1.43014
9 H 1.33368 -0.87910 -2.74990
10 H 2.12882 -1.33821 -1.29117
11 H 0.56864 -1.93519 -1.53290
12 C -1.26090 -0.15984 2.30185
13 C -2.35743 -0.36602 1.24880
14 H -1.73355 -0.07796 3.28713
15 H -0.55749 -0.97736 2.42096
16 H -0.71090 0.77436 2.16964
17 H -3.30791 -0.68058 1.66092
18 H -2.04432 -1.08524 0.49645
19 H -2.46676 0.51259 0.62316

Summary:
SMILES: CCC.CC
HOMO energy in eV: -11.186
2S+1: 1
Frontier orbital gap in eV: 12.29

#four
Computed, not measured: 2 unconnected molecules or ions with the total composition C5H14, with the ωB97M-V functional and the def2-TZVPD basis.

Atoms and positions in Å:
1 C -0.10484 -0.51300 -2.52456
2 C -1.00120 -0.55700 -1.28893
3 C -2.09287 0.51068 -1.32041
4 H 0.41970 0.44575 -2.57136
5 H -0.72104 -0.57618 -3.42413
6 H 0.63641 -1.30966 -2.52730
7 H -1.46279 -1.54117 -1.19870
8 H -0.39417 -0.43811 -0.38861
9 H -2.58496 0.52678 -2.29441
10 H -2.86917 0.30000 -0.58294
11 H -1.69281 1.50424 -1.12178
12 C 1.24633 -0.15681 1.91081
13 C 1.82791 0.63495 3.08335
14 H 1.42928 0.36976 0.97219
15 H 1.70541 -1.14521 1.86111
16 H 0.16826 -0.30833 2.01118
17 H 1.59842 0.15178 4.03143
18 H 1.45357 1.65777 3.10904
19 H 2.91489 0.67816 3.01462

Summary:
SMILES: CCC.CC
HOMO energy in eV: -11.401
2S+1: 1
Frontier orbital gap in eV: 12.46

Energies relative to the minimum, kJ/mol: #one 164.9; #two 17.7; #three 37.4; #four 0.0